1.
Formula: C17H23Cl2NO
Source: the OMol25 dataset
Level of theory: wB97M-V/def2-TZVPD

Computed properties:
- energy relative to the best compared isomer or geometry (same formula, charge and spin) (eV) = 0.641
- HOMO (eV) = -8.9336

```
44
Properties=species:S:1:pos:R:3:lowdin_charge:R:1
Cl 3.490 -3.378 -0.155 0.680
Cl 3.681 -0.974 1.679 0.646
O -0.049 -4.299 0.332 0.048
N 0.303 -2.772 -1.122 0.103
C -1.943 3.114 -4.136 -0.087
C -0.065 -0.561 -1.941 -0.159
C -2.445 3.202 -1.738 -0.098
C 2.752 -2.402 1.141 -1.047
C -2.712 3.610 -3.052 -0.101
C 2.045 -3.297 2.207 -0.248
C 1.653 -2.050 -3.020 -0.068
C -0.924 2.178 -3.882 -0.048
C 0.442 -3.194 0.165 -0.468
C 1.208 -2.425 1.257 -0.329
C -1.413 2.304 -1.483 -0.044
C -0.952 -1.565 2.329 -0.067
C 0.457 -1.180 1.803 -0.173
C 2.255 -3.019 3.728 -0.053
C 0.509 0.815 -2.322 -0.152
C -0.654 1.768 -2.552 -0.220
C 1.023 -1.615 -1.733 -0.380
H 1.796 -1.282 -1.053 0.115
H 0.320 -0.447 1.012 0.093
H -0.146 -3.468 -1.728 0.164
H 3.166 -3.493 4.013 0.064
H 1.068 -0.725 2.607 0.094
H 1.181 1.190 -1.523 0.129
H -0.364 1.779 -4.737 0.111
H -3.092 3.627 -0.970 0.101
H 1.444 -3.423 4.318 0.072
H -0.762 -0.870 -2.718 0.124
H -3.526 4.371 -3.198 0.110
H -0.868 -2.329 3.112 0.082
H 0.882 -2.103 -3.818 0.093
H -2.059 3.441 -5.192 0.107
H -1.455 -0.716 2.692 0.048
H 1.955 -4.366 1.969 0.136
H 2.168 -3.026 -2.899 0.076
H 1.124 0.799 -3.216 0.101
H -1.254 2.058 -0.464 0.095
H -1.593 -1.957 1.489 0.096
H 2.344 -1.936 3.960 0.063
H 2.415 -1.338 -3.392 0.088
H -0.669 -0.417 -1.046 0.100
```



2.
Formula: C17H23CuN4
Source: the OMol25 dataset
Level of theory: wB97M-V/def2-TZVPD

Computed properties:
- HOMO (eV) = -5.9060

```
45
Properties=species:S:1:pos:R:3:lowdin_charge:R:1
Cu 0.441 0.352 -0.268 0.256
N -1.374 -0.110 1.059 -0.101
N 1.386 -0.318 1.722 -0.096
N 0.711 -1.753 -0.434 0.118
N -1.099 -0.353 -1.799 -0.097
C -0.618 4.426 -1.240 -0.130
C -0.964 -0.801 2.255 -0.206
C 0.368 -0.220 2.748 -0.199
C 2.057 -1.597 1.570 -0.138
C 2.359 -3.650 -1.608 -0.048
C 0.430 -2.244 -1.649 -0.232
C 2.655 -3.132 -0.355 -0.023
C 0.562 3.133 0.868 -0.175
C 0.339 2.369 -0.292 -0.202
C 1.807 -2.189 0.199 -0.234
C 1.223 -3.194 -2.265 -0.023
C -0.422 5.114 -0.055 -0.133
C -2.376 -0.130 -1.156 -0.197
C -2.390 -0.737 0.253 -0.206
C -0.247 3.097 -1.342 -0.176
C 0.196 4.462 0.996 -0.130
C -0.824 -1.692 -2.294 -0.136
H 3.005 -4.383 -2.068 0.108
H 1.689 -2.302 2.326 0.129
H 1.052 2.667 1.720 0.059
H -0.703 -1.709 -3.385 0.127
H 0.962 -3.582 -3.239 0.112
H -1.662 -2.354 -2.051 0.128
H -3.218 -0.550 -1.732 0.117
H -1.594 0.860 1.247 0.125
H -2.512 0.950 -1.071 0.119
H 0.221 0.838 2.975 0.112
H -1.063 4.929 -2.091 0.090
H -2.153 -1.802 0.189 0.110
H -0.829 -1.855 2.000 0.112
H 0.657 -0.740 3.677 0.116
H 3.141 -1.505 1.714 0.128
H -0.916 0.349 -2.502 0.107
H 3.531 -3.463 0.182 0.112
H 0.397 4.991 1.921 0.090
H -1.707 -0.736 3.070 0.121
H -0.742 6.146 0.045 0.090
H -3.404 -0.636 0.680 0.122
H 2.044 0.445 1.776 0.111
H -0.418 2.606 -2.296 0.064
```



3.
Formula: C17H23FIN2O11PS
Source: the OMol25 dataset
Level of theory: wB97M-V/def2-TZVPD

Computed properties:
- HOMO (eV) = -9.9952

```
57
Properties=species:S:1:pos:R:3:lowdin_charge:R:1
I 2.254 0.296 1.668 1.089
S 1.710 -0.668 -3.016 0.952
P 0.719 3.852 1.017 0.563
F 0.232 -1.914 -8.292 0.076
O 0.680 -3.914 -9.234 0.136
O -1.165 -0.987 0.732 0.174
O 2.113 3.964 1.879 -0.162
O 1.146 4.043 -0.584 -0.138
O -2.835 0.837 4.506 -0.149
O -0.841 0.399 2.474 -0.035
O 0.604 -3.164 -3.737 0.007
O 1.799 -5.822 -9.679 0.188
O -0.258 4.944 1.319 -0.285
O 2.241 -4.662 -7.800 0.076
O 1.253 1.183 5.711 0.045
N 2.562 -3.308 -2.740 0.021
N 2.174 -4.569 -2.986 0.042
C -1.909 -0.355 6.413 -0.067
C -2.197 2.318 2.606 -0.077
C 0.815 0.953 -0.877 -0.297
C 0.534 0.974 4.764 -0.277
C -2.756 0.875 5.925 -0.247
C -0.715 1.844 2.653 -0.376
C 0.432 0.951 0.627 -0.610
C 0.105 2.186 3.915 -0.047
C -2.994 2.124 3.924 -0.206
C 0.581 -0.399 -1.598 -0.472
C 1.650 -2.451 -3.170 -0.625
C 0.489 -3.217 -8.017 -0.317
C 1.596 -4.892 -8.976 -0.545
C -0.153 2.253 1.233 -0.262
C 1.815 -3.383 -7.329 -0.054
C -0.629 -0.034 1.186 -0.517
C 0.990 -4.449 -3.588 -0.168
H -1.074 2.422 0.631 0.145
H 0.411 -5.324 -3.889 0.137
H -2.821 2.946 4.649 0.120
H -1.583 -0.979 5.559 0.075
H -2.769 1.830 1.794 0.138
H 0.744 -1.232 -0.887 0.079
H -4.071 2.216 3.651 0.131
H 2.098 4.211 -0.607 0.075
H 1.720 -3.375 -6.245 0.120
H -0.542 2.807 4.567 0.135
H 1.007 2.789 3.726 0.109
H 0.329 1.788 -1.410 0.114
H -1.013 -0.039 6.977 0.068
H 0.262 -0.077 4.562 0.119
H 2.542 -2.627 -7.632 0.150
H 2.411 4.883 1.797 0.091
H -2.259 1.778 6.322 0.113
H -2.513 -1.015 7.061 0.070
H -3.769 0.753 6.349 0.117
H -0.358 -3.648 -7.477 0.175
H -0.482 -0.479 -1.889 0.093
H 1.902 1.157 -0.930 0.060
H -2.217 3.410 2.393 0.132
```



Number 1: frontier orbital gap 9.47 eV, calculated total energy -1711.9404 hartree, strongest force on any atom 0.042 Eh/bohr. Number 2: frontier orbital gap 6.49 eV, calculated total energy -2521.0517 hartree, strongest force on any atom 0.019 Eh/bohr. Number 3: frontier orbital gap 9.37 eV, calculated total energy -2735.8549 hartree, strongest force on any atom 0.060 Eh/bohr.